Record 1
Below is 4 unconnected molecules or ions with the total composition C4H16N2O4, with properties calculated with ωB97M-V/def2-TZVPD.

Summary:
- charge = 0
- HOMO-LUMO gap (eV) = 9.97
- SMILES string = NCCCC(N)=O.O.O.O
- LUMO (Eh) = 0.0211
- ΔE to the lowest compared entry with this formula, charge and spin (kJ/mol) = 12.0

Structure (XYZ):
```
26
C4H16N2O4 | the Open Molecules 2025 dataset | ωB97M-V/def2-TZVPD
N -0.52499 2.17454 0.22591
C -0.75490 1.24369 -0.87220
C -1.94074 0.30915 -0.63598
C -1.62233 -0.83107 0.31906
C -0.32374 -1.58905 0.05351
N -0.05203 -1.89867 -1.25620
O 0.36997 -1.89859 1.00974
H -0.75490 1.83499 1.13631
H -0.96659 3.06135 0.02669
H 0.20649 0.74562 -1.19207
H -1.02588 1.82506 -1.77699
H -2.25647 -0.06740 -1.59940
H -2.78109 0.84007 -0.21318
H -2.47265 -1.58416 0.20903
H -1.54656 -0.38669 1.33748
H 0.71388 -2.51705 -1.49369
H -0.73615 -1.92969 -1.98831
O 2.97557 -1.53476 -1.02228
H 3.15192 -1.72672 -0.07429
H 2.52994 -0.65791 -0.85537
O 0.33220 0.26953 2.66025
H 0.07772 -0.01185 3.56393
H 0.43657 -0.59429 2.17489
O 2.61478 1.71849 -0.20655
H 2.70275 1.56614 0.72257
H 1.64725 1.63927 -0.25283
```

Record 2
Below is 2 unconnected molecules or ions with the total composition C4H16N3O, with properties calculated with ωB97M-V/def2-TZVPD.

Summary:
- charge = +1
- HOMO-LUMO gap (eV) = 11.26
- LUMO (Eh) = -0.0960
- ΔE to the lowest compared entry with this formula, charge and spin (kJ/mol) = 0.0

Structure (XYZ):
```
24
C4H16N3O | the Open Molecules 2025 dataset | ωB97M-V/def2-TZVPD
N 1.02279 0.11436 -1.53056
C 0.43495 0.68652 -0.26092
C -0.45178 -0.35738 0.40024
C 0.13456 -1.78248 0.40687
N 1.62011 -1.73557 0.38714
C -0.27541 1.97630 -0.63585
N 0.66150 2.80504 -1.39347
H 1.50723 0.90725 -1.97461
H 1.64081 -0.66093 -1.20236
H 0.32489 -0.22843 -2.19084
H 1.30036 0.90799 0.35999
H -1.43072 -0.39535 -0.08939
H -0.63669 -0.02318 1.42835
H -0.18151 -2.30096 -0.49483
H -0.24900 -2.31841 1.27258
H 1.96914 -2.68223 0.32203
H 1.97395 -1.43549 1.29278
H -1.18070 1.75729 -1.21652
H -0.65100 2.44605 0.28064
H 1.24047 3.36125 -0.77300
H 0.18617 3.47806 -1.98180
H -3.50499 -1.86748 1.96111
H -2.96180 -1.23398 3.19167
O -2.70794 -1.42273 2.27371
```

| no. | F_max (eV/A) |
| --- | --- |
| 1 | 2.211 |
| 2 | 0.856 |